(1)
ORCA calculation (ωB97M-V/def2-TZVPD) on a structure of composition C36H73F6N5O15S2 in a non-equilibrium geometry.

**E_LUMO**: -0.38 eV
**Energy**: -114652.14366 eV
**Energy relative to the best compared isomer or geometry (same formula, charge and spin)**: 0.00 kJ/mol
**Charge**: 0

Geometry (Å):
S 0.734 0.451 -0.519
C -1.756 2.801 2.388
H 0.414 7.369 2.459
H 1.216 -2.904 1.680
C -3.701 1.436 -2.834
C -3.495 -0.284 -7.678
C -3.897 3.466 -4.310
H -3.609 5.290 0.185
C 4.527 -7.177 1.222
C 1.923 2.973 -3.857
C 1.273 4.202 -3.278
C 0.867 -5.132 3.283
H -1.983 3.360 1.478
H -0.309 -2.082 2.427
O 7.742 4.786 -0.513
H -3.249 -5.104 2.019
H -0.087 5.943 -1.994
H -1.271 -3.656 1.343
H -4.040 1.701 0.989
O 1.526 5.305 -3.726
O -2.083 0.740 -0.431
H -4.665 4.171 -0.950
H 4.761 2.791 0.071
H 0.496 -3.858 -0.911
C 3.228 -7.127 0.523
H -2.392 1.914 2.430
H -2.229 -5.872 3.239
S -1.669 -0.501 0.147
H 2.560 -3.993 3.867
N -0.144 -4.073 2.946
H -3.289 -1.607 -4.637
C 0.011 6.871 3.334
H -3.718 1.835 -1.815
O 0.700 4.035 -2.084
H -0.761 2.415 2.148
C -1.041 5.797 3.138
C 7.431 3.911 -1.293
C 3.557 -5.458 6.109
N -3.145 2.359 -3.791
H -0.864 5.614 0.386
O -5.183 3.825 3.227
F -3.600 -1.966 -0.831
F 2.831 -1.130 -1.106
F -1.975 -1.620 -2.236
O 6.478 3.025 -1.048
H -0.271 3.929 0.278
H 1.355 -4.185 5.096
F 3.236 0.975 -0.908
H -0.411 7.568 4.055
H 4.019 -4.487 5.920
H 0.874 5.301 0.160
C -2.824 -1.388 -5.592
H -2.440 -2.365 -5.937
H -2.817 4.130 3.705
H -0.802 -4.534 4.816
C 2.558 -0.032 -0.370
F -1.742 -3.065 -0.644
C -5.187 -1.470 -6.442
H -3.466 3.888 -5.213
C -4.970 2.276 0.924
N -4.700 3.690 1.034
H 4.594 -6.727 2.217
C -3.996 4.318 -0.100
H 5.870 4.029 0.597
H -0.808 -2.742 4.562
H -4.380 -0.090 -8.303
C 8.112 3.710 -2.622
O -1.257 2.975 -4.917
C -2.492 -3.780 3.614
O 0.422 0.662 -1.917
H 0.285 -5.960 3.703
H 2.973 -5.325 7.020
H 3.127 -7.787 -0.341
C 1.544 -4.152 -0.866
H -2.733 -2.849 3.092
H 7.488 3.116 -3.289
H -5.425 -2.263 -7.152
H 1.960 -3.543 -0.069
H 2.994 3.134 -3.918
C -1.815 2.347 -4.027
C -2.403 -4.946 2.685
H -1.613 2.994 4.504
C -0.132 4.951 -0.072
C -1.854 3.626 3.653
C 5.815 3.004 0.226
C -1.058 -3.713 4.149
H 8.333 4.709 -2.982
H 0.860 6.348 3.785
H 2.034 -3.986 -1.822
F 2.924 -0.293 0.878
N -0.010 -0.768 0.164
O 2.842 -5.789 0.156
H 4.318 -6.200 6.349
H -1.890 -0.834 -5.653
H -0.754 -5.254 1.141
C -2.286 -1.887 -0.980
H -4.132 4.271 -3.607
O -2.387 0.061 -8.019
H -4.723 5.456 1.988
C 0.517 -2.780 2.499
H 6.976 1.214 0.474
C 6.553 1.994 1.105
C -0.275 4.948 -1.586
H 1.554 2.176 -3.208
H 2.447 -7.552 1.169
H 1.559 2.858 -4.877
H 4.747 -8.226 1.439
H -4.728 1.213 -3.134
H -1.289 4.681 -1.890
H -3.204 -3.795 4.439
H 5.341 -6.715 0.661
C 1.712 -5.623 -0.543
H -5.300 -1.812 -5.417
H 8.992 3.076 -2.506
N -3.810 -0.966 -6.560
O -2.194 -0.910 1.428
H 7.409 2.423 1.626
C -4.886 4.384 2.181
H -3.124 3.721 -0.396
H -5.798 1.959 1.543
H -3.195 0.488 -2.679
H 1.199 -2.608 3.333
O -2.046 6.057 2.523
H 5.849 1.622 1.851
H -5.916 -0.690 -6.660
O -0.792 4.596 3.627
H 1.281 -5.560 2.369
H 3.397 -6.196 4.021
H -4.890 3.170 -4.677
H -1.191 1.669 -3.426
O 1.005 -6.504 -0.951
O 0.754 1.639 0.318
C 2.778 -5.881 4.864
H -5.201 2.101 -0.137
C -1.146 -4.583 1.905
H 2.120 -6.741 5.028
C 1.913 -4.742 4.337


(2)
ORCA calculation (ωB97M-V/def2-TZVPD) on a cluster of 5 separate species, C36H73N4O6 in total in a non-equilibrium geometry.

**E_LUMO**: -8.97 eV
**Energy**: -56723.00920 eV
**Energy relative to the best compared isomer or geometry (same formula, charge and spin)**: 772.53 kJ/mol
**Charge**: +3

Geometry (Å):
H -8.595 4.482 10.547
C -9.818 0.417 10.158
C 2.994 -4.288 -10.308
H 1.785 -7.459 -8.362
H 8.297 -3.178 -1.313
C -7.160 -0.667 6.659
N 5.779 -1.381 -0.413
C 6.438 -1.036 -1.748
H -6.771 0.101 5.989
C -8.559 1.010 7.847
H 1.893 8.300 5.619
H 8.546 -0.982 -1.332
C 6.355 -3.871 -0.542
O -1.100 -0.791 -2.594
C 5.454 -0.195 -2.580
H 4.428 -2.246 1.916
H -0.521 -6.489 -11.443
C 7.771 -0.258 -1.582
H 7.671 0.374 -0.699
H 4.584 -5.557 -13.842
H 4.571 -7.848 -11.601
H -11.012 4.262 9.892
H 3.845 -7.140 -13.931
O -1.897 -2.361 -1.400
N 2.126 -6.730 -11.739
C 1.517 -6.416 -10.396
C -7.393 -0.030 7.966
H 5.363 0.809 -2.165
H 5.553 -6.414 -11.750
H 0.800 -4.434 -10.733
C 1.550 -4.885 -10.083
H -2.585 7.954 1.494
C 3.505 -4.507 -11.773
O -1.531 9.306 3.405
C -1.154 6.958 2.683
H 5.797 0.008 -3.595
H -11.051 2.920 10.910
H 5.611 -2.752 -2.953
C 1.216 8.487 4.786
H 4.518 -4.123 -11.894
C 7.336 -3.531 -1.689
N -1.024 8.034 3.778
H -8.217 1.901 7.320
H 1.073 5.329 3.739
H -0.042 -7.851 -10.498
H 1.775 8.000 3.986
H -6.502 0.366 8.453
H -8.870 3.343 11.750
C 5.933 -2.665 0.378
H 8.018 -2.126 1.011
C -8.242 2.412 9.957
H 0.091 8.264 1.485
C -1.280 -1.956 -2.339
H -9.424 0.652 7.289
H -0.748 4.769 2.428
H 4.540 -6.605 -10.396
H 0.060 6.555 0.772
H 0.742 6.206 6.141
H -10.238 0.895 11.043
H 7.546 -4.420 -2.284
C -9.080 3.517 10.695
C 4.559 -6.766 -11.474
H -3.449 6.927 2.667
C 6.561 -2.452 -2.511
H 3.561 -4.606 -9.433
H -0.833 9.650 6.045
C 3.442 -6.036 -12.169
O 1.739 -7.937 -12.368
C 0.112 5.327 4.254
C 0.038 7.189 1.658
H 0.249 4.362 4.741
C -0.111 6.327 5.474
O 5.051 -0.424 0.267
C 2.289 -7.255 -9.307
C -10.406 2.473 8.943
H 8.121 0.277 -2.465
C -10.424 3.379 10.146
N -9.262 1.523 9.206
H 2.866 -4.047 -12.526
C -0.959 5.499 3.210
H -10.532 -0.125 9.538
H 6.880 -1.857 2.207
H -1.854 5.154 3.727
H 7.393 -3.490 1.847
H -11.324 1.923 8.735
H -0.411 8.533 7.177
H 4.687 -3.960 1.563
C -0.037 -6.761 -10.504
C 7.088 -2.548 1.391
H -7.730 1.632 10.521
H 1.063 9.565 4.741
H 1.189 -4.756 -9.062
H -7.613 2.787 9.150
H -6.344 -1.374 6.807
H 7.124 -2.345 -3.438
H 6.708 -4.664 0.116
H -10.190 3.040 8.038
H -0.659 -6.479 -9.655
H 2.546 -8.254 -9.660
H -2.756 6.328 1.180
C -2.575 7.000 2.020
H 2.879 -3.215 -10.153
H 1.017 6.997 2.099
H -1.952 8.276 6.310
H -8.026 -1.125 6.181
O -0.429 -2.835 -2.769
H -0.774 -3.381 -2.060
H 4.466 -0.654 -2.567
H -1.014 6.051 6.018
H -8.959 -0.186 10.451
H 3.271 -6.866 -9.036
H 3.704 -2.942 0.440
C 4.559 -2.974 1.116
H -7.696 -0.824 8.650
C -0.908 8.575 6.208
H 2.824 -5.613 -14.132
C -0.151 7.876 5.010
H 5.465 -4.252 -1.044
C 3.664 -6.105 -13.641